# 1
DFT (wB97M-V/def2-TZVPD) results for 10 unconnected molecules or ions with the total composition C5H29NO10 in a non-equilibrium geometry.

Structure (ORCA input):
```
! RIJCOSX wB97M-V def2-TZVPD def2/J DEFGRID3
* xyz 1 2
O -0.554 1.539 0.415
C -1.483 1.082 1.043
N -2.216 0.068 0.456
C -2.203 -0.253 -0.947
C -2.932 -1.564 -1.227
C -1.962 -2.735 -0.923
C -0.928 -2.990 -2.037
H -1.669 1.296 2.097
H -3.028 -0.377 0.896
H -1.148 -0.255 -1.241
H -2.838 0.498 -1.463
H -3.303 -1.716 -2.232
H -3.752 -1.771 -0.526
H -1.430 -2.592 0.004
H -2.428 -3.693 -0.686
H -1.467 -3.206 -2.952
H -0.322 -2.095 -2.174
H -0.327 -3.843 -1.740
H 2.031 0.846 -0.547
H 0.930 1.690 -1.146
O 1.474 0.919 -1.348
H 3.194 2.379 1.358
H 2.546 1.003 1.488
O 3.140 1.519 0.929
H 1.119 1.465 -4.066
H 0.371 0.309 -3.381
O 0.608 0.671 -4.237
H -0.365 3.625 -2.668
H -1.253 3.171 -1.504
O -0.429 2.979 -1.956
H -0.423 3.668 1.575
H -0.804 3.206 3.007
O -0.068 3.433 2.435
H 4.577 -0.062 -0.788
H 4.462 -0.426 0.710
O 4.485 -0.795 -0.175
H 0.590 0.329 4.072
H 1.245 1.710 3.833
O 1.217 0.961 4.435
H 0.774 -1.869 2.586
H 1.651 -2.542 3.679
O 1.049 -2.715 2.946
H 1.139 -1.599 0.620
H 0.342 -0.205 0.475
O 0.387 -1.063 0.905
*
```

## Properties
**Kohn-Sham gap (alpha / beta)**: 8.8913 / 4.0037 eV
**E_LUMO (alpha / beta)**: -0.1684 / -0.3480 Eh
**HOMO energy (alpha / beta)**: -0.4951 / -0.4951 hartree
**Energy above the lowest of the compared OMol25 structures with the same formula, charge and spin**: 52.3 kcal per mole

=====

# 2
DFT (wB97M-V/def2-TZVPD) results for 10 unconnected molecules or ions with the total composition C5H29NO11 in a non-equilibrium geometry.

Structure (ORCA input):
```
! RIJCOSX wB97M-V def2-TZVPD def2/J DEFGRID3
* xyz 0 1
O -0.630 -2.264 1.982
C 0.532 -2.580 2.045
C 1.173 -2.932 0.784
C 2.231 -2.130 -0.017
C 1.501 -1.874 -1.425
N 0.411 -0.855 -1.245
C 1.061 0.434 -0.691
O 0.567 0.753 0.656
H 1.139 -2.649 3.028
H 1.858 -3.830 1.177
H 0.468 -3.430 0.065
H 3.144 -2.851 -0.216
H 2.734 -1.310 0.419
H 0.962 -2.777 -1.743
H 2.232 -1.599 -2.226
H -0.076 -1.140 -0.463
H 0.896 1.339 -1.202
H 2.249 0.363 -0.586
H -0.238 1.284 0.640
O -2.879 2.128 -2.018
H -2.450 1.336 -2.094
H -3.564 1.858 -2.459
O 1.843 3.363 0.752
H 2.052 4.362 0.864
H 0.980 3.271 0.979
O 3.096 0.284 2.661
H 2.373 0.001 2.102
H 3.498 0.881 1.992
O 1.287 0.322 -3.702
H 1.219 1.367 -3.569
H 0.444 0.024 -3.236
O -1.287 -0.087 3.453
H -0.943 -1.030 3.441
H -1.992 -0.440 4.033
O -3.526 -1.192 1.174
H -3.719 -0.376 1.492
H -2.711 -1.332 0.832
O -1.533 -0.146 -4.087
H -1.164 -0.935 -4.324
H -1.214 0.270 -3.246
O -0.817 2.915 -0.579
H -0.625 3.687 -1.166
H -1.645 2.647 -0.842
O -3.003 1.513 1.837
H -3.734 1.917 2.288
H -2.200 1.440 2.439
*
```

## Properties
**Kohn-Sham gap**: 10.0912 eV
**E_LUMO**: 0.0099 Eh
**HOMO energy**: -0.3609 hartree
**Energy above the lowest of the compared OMol25 structures with the same formula, charge and spin**: 178.7 kcal per mole

=====

# 3
DFT (wB97M-V/def2-TZVPD) results for a single C5H2Cl3NOS molecule in a non-equilibrium geometry.

Structure (ORCA input):
```
! RIJCOSX wB97M-V def2-TZVPD def2/J DEFGRID3
* xyz 0 1
C 2.335 0.797 0.335
C 1.621 1.690 -0.435
C 0.837 -0.560 -0.412
C -2.509 -0.751 -0.069
C -1.501 -0.992 0.782
N 1.929 -0.480 0.302
O -3.535 -0.270 0.238
S 0.149 1.017 -1.026
Cl -1.967 -1.474 2.384
Cl -0.173 -1.842 -0.136
Cl -2.256 -0.883 -1.883
H 3.384 0.976 0.676
H 1.685 2.774 -0.755
*
```

## Properties
**Kohn-Sham gap**: 7.7984 eV
**E_LUMO**: -0.0348 Eh
**HOMO energy**: -0.3213 hartree
**Energy above the lowest of the compared OMol25 structures with the same formula, charge and spin**: 67.6 kcal per mole

=====

# 4
DFT (wB97M-V/def2-TZVPD) results for a gas-phase ion, C5H2ClF3NOS2 (charge -1) in a non-equilibrium geometry.

Structure (ORCA input):
```
! RIJCOSX wB97M-V def2-TZVPD def2/J DEFGRID3
* xyz -1 1
C -1.124 -1.219 0.577
C -1.592 0.029 0.146
C -2.847 0.708 0.124
C 0.988 0.764 -0.665
C 1.607 1.345 0.508
N 0.052 -1.496 0.083
O -3.890 0.505 0.669
F 1.257 2.620 0.611
F 1.263 0.894 1.780
F 2.976 1.315 0.678
S -2.416 2.149 -0.870
S -0.650 0.775 -1.105
Cl 0.894 -2.787 0.761
H -1.646 -1.904 1.394
H 1.705 0.909 -1.489
*
```

## Properties
**Kohn-Sham gap**: 7.0664 eV
**E_LUMO**: 0.1091 Eh
**HOMO energy**: -0.1506 hartree
**Energy above the lowest of the compared OMol25 structures with the same formula, charge and spin**: 54.9 kcal per mole

=====

Short version: electronic energy = -1014.68173; -1090.11650; -2100.31615; -1877.83362 a.u., in the order given.